Density functional theory data (ωB97M-V/def2-TZVPD) for 6 unconnected molecules or ions with the total composition C30H47BBrO18P in a non-equilibrium geometry.

The calculation puts the HOMO energy at -8.68 eV. For the frontier orbital gap, the calculation gives 0.3357 Eh. The SMILES is COB(O)[C@@]1(P(C)O)OC(=O)O[C@]1(Br)CCCOC(C)=O.O=C1CCCO1.O=C1CCCO1.O=C1CCCO1.O=C1CCCO1.O=C1CCCO1. As for the LUMO energy: 0.017 hartree. For the energy above the lowest of the compared OMol25 structures with the same formula, charge and spin, the calculation gives 37.99 kcal per mole.

Structure (XYZ):
```
98
Properties=species:S:1:pos:R:3:forces:R:3
C 0.55803 -2.53499 7.36985 0.84 -0.18 0.33
O 0.36081 -3.19997 6.11619 -0.13 0.52 0.02
B -0.74430 -2.76229 5.44846 -1.20 -0.42 0.32
O -1.85127 -3.59087 5.36029 0.58 0.15 -0.90
C -0.84268 -1.30485 4.76986 0.65 1.14 -0.66
P -1.93521 -0.05345 5.68166 -0.97 -0.34 2.07
C -3.14808 0.72851 4.53604 1.07 0.35 -1.10
O -0.90380 1.18521 6.08110 -0.45 -0.55 -1.36
O 0.52821 -0.77208 4.85331 0.15 0.05 -0.05
C 1.25622 -1.36045 3.86370 -6.06 -0.77 1.58
O 2.35858 -1.21902 3.69227 6.08 0.50 -1.13
O 0.38107 -2.13792 3.11259 0.24 0.05 -0.88
C -0.84325 -1.41834 3.23312 -1.03 0.22 0.00
Br -2.41153 -2.34388 2.47429 0.73 -0.42 0.21
C -0.79069 -0.06473 2.47121 -0.17 -0.68 0.17
C 0.10808 -0.04934 1.22957 0.22 0.99 -0.06
C 0.61661 1.41199 1.01470 0.20 -0.31 0.56
O 0.31077 1.93366 -0.27762 -0.41 -0.40 0.22
C 0.94157 1.23880 -1.27977 -3.84 0.03 -0.52
C 0.01015 0.67089 -2.33009 -0.45 1.40 0.41
O 2.08264 1.07799 -1.29597 4.51 -0.61 0.15
H 1.57708 -2.74405 7.69647 0.00 -0.02 -0.11
H 0.46453 -1.44722 7.30757 -0.23 -0.10 -0.11
H -0.10702 -2.95883 8.12461 -0.18 0.18 -0.11
H -1.59723 -4.34323 4.80157 -0.39 -0.23 0.49
H -2.61473 1.44132 3.89139 -0.17 0.02 0.04
H -3.90482 1.30345 5.06218 0.05 -0.26 0.39
H -3.61616 0.01842 3.85354 -0.08 -0.18 0.26
H -0.58705 1.59574 5.25727 0.30 0.32 0.43
H -1.80366 0.14915 2.14724 -0.03 0.21 0.08
H -0.53653 0.70951 3.19927 0.40 -0.02 -0.19
H -0.45353 -0.35358 0.34606 -0.14 -0.08 0.10
H 0.97191 -0.70928 1.28988 -0.12 -0.05 0.19
H 1.68577 1.42671 1.24217 0.03 0.21 -0.36
H 0.14893 2.08603 1.72913 -0.15 0.09 -0.15
H -0.11449 -0.40112 -2.19570 0.14 -0.03 -0.11
H 0.40800 0.91748 -3.30660 0.12 -0.37 -0.09
H -0.95074 1.18047 -2.22943 -0.08 -0.29 -0.06
O -1.52465 4.82488 7.42273 0.14 0.39 0.04
C -0.43573 4.55684 7.84268 -0.22 -0.38 -0.32
C 0.06775 3.19411 8.25112 0.41 0.19 0.56
C 1.32429 3.53056 9.04660 -0.02 -0.13 0.07
C 1.77015 4.83004 8.39532 0.31 -0.09 0.05
O 0.55720 5.47841 7.97261 -0.14 0.04 -0.03
H 0.29361 2.62444 7.35296 -0.12 -0.01 0.00
H -0.66837 2.67323 8.85729 -0.16 -0.07 -0.29
H 2.08775 2.75474 9.02042 0.02 0.06 -0.07
H 1.06139 3.70704 10.09198 0.05 0.03 -0.02
H 2.39384 4.65937 7.51476 -0.05 -0.01 -0.02
H 2.30495 5.48021 9.08539 -0.13 0.16 -0.08
O 0.02842 -2.73957 -3.88021 -0.20 0.44 0.16
C 0.46524 -2.10842 -4.80047 0.04 -0.51 -0.24
C 1.29114 -2.64953 -5.94793 0.32 0.47 0.09
C 1.86901 -1.38357 -6.56098 0.15 -0.08 -0.15
C 0.80250 -0.35604 -6.23288 0.08 0.21 -0.25
O 0.23476 -0.77902 -4.97711 -0.02 -0.29 -0.04
H 0.62995 -3.17054 -6.64107 0.01 -0.08 0.06
H 2.06943 -3.31726 -5.58889 -0.22 -0.24 -0.02
H 2.07449 -1.46339 -7.62634 -0.07 0.00 0.01
H 2.80271 -1.12607 -6.05718 -0.03 0.02 -0.01
H 0.00609 -0.33273 -6.98057 -0.01 -0.04 0.03
H 1.21350 0.64621 -6.12183 -0.15 0.02 0.18
O -2.63924 -3.22186 -9.28659 0.16 0.23 0.03
C -2.98858 -2.79884 -8.22248 0.00 -0.43 -0.06
C -4.09147 -3.35243 -7.34119 -0.20 0.52 0.18
C -4.33101 -2.20955 -6.35919 -0.17 -0.14 0.01
C -2.96377 -1.55136 -6.30281 -0.05 0.10 0.35
O -2.39358 -1.74413 -7.61125 -0.05 -0.04 -0.12
H -3.72313 -4.24940 -6.84091 -0.01 -0.05 -0.09
H -4.97654 -3.58266 -7.92794 0.15 -0.24 -0.10
H -4.69374 -2.53136 -5.38468 0.09 0.02 0.02
H -5.06130 -1.51317 -6.77585 0.02 0.00 0.01
H -2.30611 -2.01960 -5.56719 -0.01 0.00 0.00
H -3.02875 -0.48694 -6.08741 0.19 0.02 -0.15
O 3.51804 -5.00920 -7.27910 -0.07 0.30 -0.05
C 2.80287 -5.05885 -8.23665 0.06 -0.35 0.30
C 2.58035 -6.25066 -9.14499 -0.05 0.29 -0.50
C 1.91638 -5.61365 -10.36111 0.03 -0.18 -0.08
C 1.20089 -4.42168 -9.74707 -0.17 -0.03 -0.21
O 2.02649 -4.01879 -8.63657 0.12 -0.08 -0.09
H 1.91906 -6.95749 -8.64154 0.09 -0.03 0.07
H 3.52410 -6.72761 -9.39462 0.00 -0.11 0.27
H 1.24892 -6.28166 -10.90261 -0.05 0.06 0.04
H 2.68270 -5.26767 -11.05738 -0.03 0.01 0.00
H 0.21005 -4.68002 -9.36723 0.01 0.03 0.01
H 1.10370 -3.59202 -10.44352 0.02 0.12 0.18
O 0.81348 4.10833 4.84293 0.30 -0.23 0.01
C 0.95523 5.28856 4.69074 -0.44 0.01 0.26
C -0.13315 6.29876 4.40510 0.27 0.36 -0.33
C 0.66497 7.50942 3.93380 -0.18 0.08 -0.08
C 1.97735 7.33262 4.67943 0.03 0.30 -0.02
O 2.15290 5.91028 4.80269 -0.08 -0.16 -0.03
H -0.67608 6.49843 5.33107 -0.04 -0.17 0.01
H -0.81226 5.93090 3.64054 -0.11 -0.17 0.20
H 0.18227 8.46434 4.13452 0.06 -0.01 0.07
H 0.83732 7.43999 2.85784 0.03 0.03 0.03
H 1.94724 7.76507 5.68188 -0.03 -0.05 0.01
H 2.82276 7.75413 4.13954 0.10 -0.19 0.06
```
Forces are in eV/Å.

***

Density functional theory data (ωB97M-V/def2-TZVPD) for 9 unconnected molecules or ions with the total composition C32H56Cl4O14S3 in a non-equilibrium geometry.

The calculation puts the HOMO energy at -10.11 eV. For the frontier orbital gap, the calculation gives 0.3771 Eh. The SMILES is O=S1(=O)CCCC1.O=S1(=O)CCCC1.O=S1(=O)CCCC1.O=C1CCCO1.O=C1CCCO1.O=C1CCCO1.O=C1CCCO1.ClCCCl.ClCCCl. As for the LUMO energy: 0.005 hartree.

Structure (XYZ):
```
109
Properties=species:S:1:pos:R:3:forces:R:3
O -1.84104 -3.39141 9.35932 1.94 -1.87 -0.83
S -0.56864 -4.11593 9.10945 1.72 1.27 0.84
O 0.65108 -3.29024 8.90839 -1.88 -1.24 -0.01
C -0.16639 -5.31604 10.53170 -0.72 0.34 -1.97
C 0.05671 -6.70359 9.79428 0.22 0.37 0.00
C 0.40770 -6.54473 8.27328 -0.03 2.00 0.86
C -0.54126 -5.45132 7.80043 -1.16 0.09 0.23
H -1.08618 -5.18221 11.10107 0.04 -0.78 0.17
H 0.64431 -4.88400 11.11840 0.19 -0.16 -0.45
H 0.88322 -7.28402 10.20425 -0.34 0.03 0.56
H -0.88599 -7.24592 9.86712 0.16 -0.24 0.10
H 0.31570 -7.44014 7.65857 -0.18 -0.07 0.36
H 1.41903 -6.15259 8.16594 0.20 -0.23 0.07
H -1.53507 -5.89735 7.83929 -0.33 0.28 -0.18
H -0.37503 -5.03378 6.80739 0.13 0.22 0.26
O -6.32171 5.98928 10.93031 1.02 0.28 -0.02
S -4.89376 5.77126 11.08296 1.40 -0.76 0.88
O -3.98459 6.73007 11.74432 -1.54 -0.97 -1.19
C -4.60312 4.15121 11.94714 -0.50 0.63 -0.30
C -3.38454 3.56854 11.24633 0.08 -0.20 0.16
C -3.55449 3.77704 9.71845 -1.13 0.38 0.97
C -4.11309 5.21796 9.48118 0.47 -0.67 0.20
H -5.51139 3.55337 11.87139 -0.01 -0.04 -0.54
H -4.50691 4.32920 13.01820 0.39 0.35 -0.14
H -2.49337 4.03514 11.66608 0.10 0.19 -0.29
H -3.29991 2.50881 11.48700 0.00 -0.06 -0.11
H -4.36433 3.11189 9.41870 0.15 -0.28 -0.13
H -2.67232 3.52651 9.12930 -0.02 0.27 0.13
H -4.87160 5.16675 8.70006 0.00 0.45 0.17
H -3.27596 5.85971 9.20648 -0.40 0.43 0.21
O -13.28670 -5.87986 23.49186 1.20 -0.08 -1.31
S -12.38706 -6.03378 22.33802 -0.38 0.58 -0.75
O -12.54230 -5.13043 21.15872 0.56 -1.72 2.46
C -10.63099 -6.19752 22.97770 0.20 0.56 -1.13
C -10.17455 -7.65406 22.74437 -0.46 0.67 0.46
C -11.40588 -8.53171 22.70716 -1.12 0.45 0.52
C -12.45798 -7.77106 21.77285 1.65 0.08 0.38
H -10.63507 -5.84157 24.00794 -0.25 -0.49 0.08
H -9.93662 -5.53978 22.45490 -0.46 0.32 -0.27
H -9.65928 -7.88663 21.81244 0.35 0.92 -0.06
H -9.51659 -7.87520 23.58478 0.03 -0.47 -0.15
H -11.75685 -8.58912 23.73751 -0.51 -0.24 -0.09
H -11.03617 -9.51497 22.41627 -0.84 -0.13 -0.39
H -13.51596 -8.00940 21.66345 0.22 -0.45 0.45
H -11.99592 -7.72421 20.78674 -0.19 -0.01 -0.21
O -15.87810 0.56993 12.38108 -0.78 -0.59 0.05
C -16.47749 -0.47297 12.31357 1.23 -1.04 -1.32
C -16.69125 -1.41561 11.12183 -1.08 -0.52 0.54
C -16.98475 -2.78666 11.86051 0.02 -0.19 -1.85
C -17.64191 -2.39130 13.13827 1.07 1.84 -1.32
O -17.01326 -1.10707 13.34035 -0.25 0.87 3.68
H -17.62072 -1.04176 10.69236 -0.18 -0.07 -0.32
H -15.94142 -1.38107 10.33148 0.09 -0.16 0.40
H -17.74750 -3.44367 11.44259 0.47 -0.09 -1.06
H -16.04517 -3.33235 11.94715 -0.12 -0.07 0.38
H -18.67526 -2.11498 12.92867 -0.28 -0.67 0.48
H -17.46354 -3.12335 13.92592 -0.19 0.66 0.33
O -8.49873 -4.70494 16.57509 -0.73 2.32 -1.96
C -8.66349 -3.80066 15.74897 0.49 -2.59 1.67
C -9.82361 -2.84544 15.50361 0.12 -1.36 0.93
C -9.50689 -2.30647 14.13467 -0.55 1.23 0.53
C -7.99127 -2.34446 14.11900 -0.64 0.98 -0.51
O -7.65770 -3.47982 14.89615 0.44 -0.20 0.05
H -10.83295 -3.24140 15.61560 0.29 -0.55 -0.11
H -9.73106 -2.21615 16.38878 0.09 0.94 -0.36
H -9.98730 -2.91191 13.36607 0.12 0.07 -0.02
H -9.88689 -1.28486 14.13819 0.05 0.04 -0.77
H -7.55483 -2.33015 13.12029 0.06 -0.76 0.08
H -7.63294 -1.41563 14.56279 0.27 -0.12 0.51
O -5.85607 -10.05220 14.09682 2.02 -0.45 3.02
C -5.11090 -10.02942 15.09904 -3.29 -0.95 -2.09
C -5.20791 -10.79831 16.45901 -0.25 0.33 -1.77
C -3.89058 -10.44255 17.10751 -0.12 -1.07 0.83
C -3.49966 -9.12792 16.48139 -0.07 -0.29 -0.38
O -4.09795 -9.20900 15.14624 1.58 1.49 0.66
H -6.08548 -10.40079 16.96886 0.05 0.02 0.14
H -5.36223 -11.86416 16.29095 -0.02 0.13 -0.03
H -4.04386 -10.49239 18.18553 0.42 0.60 0.09
H -3.13048 -11.19231 16.88798 -0.06 -0.07 -0.16
H -3.89029 -8.27702 17.03950 -0.12 0.15 -0.34
H -2.42405 -9.02612 16.33716 -0.16 0.11 0.02
O -8.03061 -6.37587 4.35236 0.45 0.53 1.41
C -8.07005 -6.36560 5.56318 -0.15 0.13 -1.77
C -8.86199 -7.33140 6.39447 0.45 -0.20 0.02
C -8.96948 -6.57010 7.67728 0.35 -0.63 2.14
C -7.65698 -5.77666 7.76322 -1.92 0.58 -1.24
O -7.42411 -5.44980 6.36112 0.38 -0.77 -0.15
H -9.74368 -7.73072 5.89320 -0.08 0.57 0.08
H -8.21975 -8.20354 6.51699 0.20 -0.12 0.17
H -9.84460 -5.93095 7.79455 0.06 -0.02 -0.32
H -8.88380 -7.20000 8.56271 -0.78 -0.33 0.02
H -7.89161 -4.84169 8.27202 0.70 -0.03 0.10
H -6.88138 -6.36684 8.25132 0.35 0.28 -0.44
Cl -13.59425 8.45636 15.18043 -1.16 2.07 0.82
C -12.73075 7.00106 14.95525 0.42 -1.35 -0.45
C -12.12727 6.48581 16.27224 -0.16 0.80 -0.61
Cl -11.23021 4.98085 16.04025 0.09 -0.26 -0.14
H -12.00204 7.28659 14.19660 0.33 -0.75 0.21
H -13.48084 6.33666 14.52626 0.50 -0.46 0.06
H -12.90032 6.30986 17.02026 0.09 0.09 -0.12
H -11.41948 7.24210 16.61159 -0.10 -0.14 0.24
Cl -3.46007 0.40583 18.67076 0.09 -0.53 0.04
C -2.63616 -1.11266 19.21858 -0.79 0.16 0.75
C -1.17375 -1.04445 18.90990 0.14 0.65 0.37
Cl -0.97675 -1.04934 17.16485 0.48 -0.26 -0.65
H -3.14368 -1.98165 18.79979 0.11 0.24 -0.35
H -2.83463 -1.14384 20.28991 0.29 0.03 0.04
H -0.57040 -1.82089 19.38022 -0.30 -0.26 -0.21
H -0.77864 -0.09325 19.26656 -0.02 -0.02 -0.01
```
Forces are in eV/Å.

***

Density functional theory data (ωB97M-V/def2-TZVPD) for C7H18N2 in the gas phase in a non-equilibrium geometry.

The calculation puts the HOMO energy at -7.64 eV. For the frontier orbital gap, the calculation gives 0.3198 Eh. The SMILES is C[C@H](C[C@@H](C)N)N(C)C. As for the LUMO energy: 0.039 hartree. For the energy above the lowest of the compared OMol25 structures with the same formula, charge and spin, the calculation gives 59.79 kcal per mole.

Structure (XYZ):
```
27
Properties=species:S:1:pos:R:3:forces:R:3
C 1.85032 -0.55486 0.06269 0.47 -0.11 0.05
C 0.40484 -0.46953 -0.35664 -2.39 -4.26 2.52
C -0.46294 0.53613 0.25334 1.91 5.11 -3.22
C 0.05329 1.93833 -0.68166 -1.69 -0.88 2.02
C -1.16713 2.84838 -0.80998 0.23 0.06 -0.18
N 1.17400 2.54151 0.00144 0.43 0.17 0.19
N -0.58223 -1.72049 0.29963 0.82 0.50 -1.44
C -0.35601 -2.16378 1.65114 0.72 0.22 -0.25
C -0.86846 -2.81323 -0.59338 0.28 -0.03 -0.06
H 2.00966 -1.10976 0.98592 -0.34 -0.21 0.09
H 2.45755 -1.04292 -0.70051 -0.02 0.01 -0.01
H 2.28050 0.42059 0.27399 -0.12 0.23 -0.31
H 0.26834 -0.55705 -1.43429 -0.13 -0.10 0.17
H -0.22018 0.78515 1.28223 -0.22 -0.16 0.12
H -1.51809 0.43074 0.02355 0.17 -0.22 0.26
H 0.39249 1.66389 -1.68403 -0.08 -0.41 0.16
H -1.97337 2.34851 -1.34619 -0.07 -0.03 -0.03
H -1.53806 3.12806 0.17757 -0.01 0.02 0.03
H -0.91692 3.76238 -1.35518 -0.03 0.06 0.01
H 0.90276 2.89661 0.91171 -0.01 0.06 -0.09
H 1.58812 3.30192 -0.52680 -0.10 0.02 0.04
H -1.23965 -2.68003 2.04786 0.06 0.13 -0.19
H -0.14887 -1.30645 2.29309 -0.04 -0.01 0.10
H 0.49890 -2.85620 1.73864 0.02 -0.08 0.12
H -0.03410 -3.53051 -0.67510 -0.03 -0.11 -0.14
H -1.75005 -3.37091 -0.25134 0.10 0.07 0.05
H -1.10471 -2.42647 -1.58771 0.07 -0.07 -0.01
```
Forces are in eV/Å.

***

Density functional theory data (ωB97M-V/def2-TZVPD) for a molecular structure, C20H34BaBrClN3O4 in a non-equilibrium geometry.

The calculation puts the HOMO energy at -4.75 eV. Its charge is -1. For the frontier orbital gap, the calculation gives 0.2582 Eh. As for the LUMO energy: 0.084 hartree.

Structure (XYZ):
```
64
Properties=species:S:1:pos:R:3:forces:R:3
O -0.46551 -1.55351 -0.60688 0.03 1.09 1.35
C -0.42581 -1.72202 -1.94519 -0.23 -0.50 -0.33
C 0.78615 -2.61345 -2.34434 -0.50 0.57 -0.31
C 1.93427 -2.59076 -1.55074 0.21 -0.27 -0.11
H 1.99650 -1.96105 -0.66018 -0.23 -0.21 -0.28
C 3.04205 -3.36931 -1.89507 -0.54 -0.02 -0.23
H 3.90919 -3.35998 -1.24053 0.01 -0.02 -0.19
C 3.00502 -4.13942 -3.05992 0.34 -0.08 -0.18
H 3.87216 -4.74970 -3.33860 -0.31 0.24 0.09
C 1.88408 -4.11713 -3.89488 -0.42 0.01 0.18
H 1.86446 -4.68440 -4.83139 0.10 0.11 0.37
C 0.75547 -3.37955 -3.51685 0.45 0.10 0.30
H -0.15486 -3.36255 -4.12492 0.35 -0.03 0.10
H -1.35213 -2.26661 -2.24568 0.16 -0.18 -0.47
C -1.76814 0.39730 -2.70673 -0.18 0.07 -0.08
C -0.48665 -0.38428 -2.73741 1.41 -0.48 0.25
H -1.90019 0.92360 -3.65884 -0.16 -0.06 0.22
H -1.77446 1.15988 -1.90934 -0.02 -0.22 -0.26
H -2.63058 -0.25768 -2.54318 0.09 0.02 0.02
C 0.63294 0.09644 -3.30427 -0.30 0.13 -0.05
C 0.73586 1.37164 -4.08796 -0.04 0.40 0.20
H 1.58120 -0.44605 -3.20296 -0.47 -0.04 -0.12
H 1.01039 1.17293 -5.12896 0.04 -0.05 0.01
H 1.50572 2.01154 -3.64031 -0.12 -0.06 -0.17
H -0.19055 1.96298 -4.07786 0.32 -0.21 0.00
Ba 0.43661 0.82432 0.28097 0.14 -0.65 -0.31
Cl 0.89116 3.37348 -1.28450 -0.07 0.08 0.12
C 1.13620 3.45782 2.00865 -0.61 -1.21 -0.12
O 0.27000 2.64620 2.38933 0.81 1.05 -0.26
N 1.26746 4.71367 2.44512 -0.06 0.44 0.61
C 0.36992 5.25331 3.45802 0.14 0.13 -0.14
C 2.39725 5.53882 2.04689 -0.35 -0.23 -0.21
H 1.85712 3.17577 1.21652 -0.02 0.28 0.36
H -0.46629 4.57420 3.60563 0.10 -0.06 -0.05
H -0.01203 6.22832 3.13141 0.05 -0.15 -0.02
H 0.89277 5.40548 4.41253 -0.04 -0.11 -0.15
H 2.96035 4.98511 1.29575 0.08 0.15 0.04
H 3.03240 5.76782 2.90803 0.00 -0.06 -0.05
H 2.04489 6.47730 1.60417 0.04 -0.12 0.04
H 1.36343 -4.47589 2.60800 0.16 0.03 -0.17
H 2.37868 -2.52009 4.11061 -0.20 0.14 -0.12
C 1.39299 -3.68632 1.83952 -0.24 -0.13 0.22
C 2.12197 -1.80945 3.30683 0.43 0.16 -0.43
N 1.11482 -2.39082 2.43148 -0.64 -0.13 0.50
H 0.63259 -3.89254 1.07549 0.33 0.06 0.09
C -0.15584 -1.93093 2.44500 0.22 0.87 -0.53
O -0.46859 -0.74823 2.64764 0.08 -1.11 0.24
H 1.74252 -0.86584 3.71541 0.13 -0.31 -0.10
H -0.91532 -2.70530 2.21187 0.19 0.30 -0.23
H 2.38575 -3.66578 1.37098 -0.32 0.02 0.06
H 3.01271 -1.59184 2.70011 -0.22 0.01 0.43
H -5.14698 1.97453 1.61830 -0.02 -0.02 -0.10
H -5.61731 -0.57533 2.19755 0.03 -0.16 -0.13
C -4.82698 1.54774 0.66000 -0.14 -0.24 -0.01
C -5.08684 -0.84182 1.27340 0.13 0.22 -0.07
N -4.21649 0.24477 0.87275 -0.17 0.08 0.18
H -4.10076 2.21454 0.20081 -0.07 -0.10 0.00
C -2.87951 0.14962 0.89125 0.92 0.80 -0.41
O -2.16080 1.11906 0.58710 -0.93 -1.14 0.57
H -4.49009 -1.74142 1.43516 -0.10 0.08 0.00
H -2.46038 -0.83712 1.18047 -0.18 0.46 -0.27
H -5.69918 1.41985 0.01291 0.05 0.14 0.03
H -5.81902 -1.03104 0.47884 0.06 -0.06 0.18
Br 3.45423 0.07913 0.86300 0.21 0.19 -0.13
```
Forces are in eV/Å.